# 1
{"formula": "C3H4Br2I2", "method": "the ωB97M-V functional and the def2-TZVPD basis", "species": ["C", "C", "C", "Br", "Br", "I", "I", "H", "H", "H", "H"], "coordinates": [[1.675, 0.695, -0.976], [-1.785, -0.926, 0.431], [1.393, 0.710, 0.327], [-3.085, 0.373, -0.138], [-0.935, -2.063, -0.989], [2.089, -0.725, 1.630], [0.423, 2.440, 1.226], [1.401, 1.555, -1.695], [2.150, -0.101, -1.534], [-2.366, -1.666, 0.947], [-0.961, -0.291, 0.772]], "mulliken_charge": [-0.479, -0.037, -0.348, -0.080, -0.106, 0.202, 0.123, 0.189, 0.301, 0.362, -0.129], "charge": 0, "gap_ev": 9.028, "homo_ev": -9.3828}



# 2
{"formula": "C3H8NO2", "method": "the ωB97M-V functional and the def2-TZVPD basis", "species": ["C", "C", "C", "N", "O", "O", "H", "H", "H", "H", "H", "H", "H", "H"], "coordinates": [[0.872, -0.360, -1.473], [0.299, 1.740, 0.310], [-0.804, -1.128, 0.088], [0.149, -0.126, -0.490], [0.050, 1.596, 1.557], [-0.094, -2.197, 0.561], [0.796, -1.450, -1.764], [1.714, 0.331, -1.908], [1.212, 2.055, -0.042], [-0.582, 2.034, -0.286], [-1.272, -0.531, 0.856], [-1.490, -1.449, -0.585], [-0.963, 1.571, 1.651], [0.113, -2.086, 1.526]], "mulliken_charge": [-0.140, -0.183, -0.362, -0.099, -0.380, -0.482, 0.305, 0.230, 0.374, 0.335, 0.212, 0.415, 0.431, 0.343], "charge": 1, "gap_ev": 11.234, "homo_ev": -15.1573}



# 3
{"formula": "C54H45EuF3I2N6O7S2Te2", "method": "the ωB97M-V functional and the def2-TZVPD basis", "species": ["Eu", "I", "C", "C", "C", "I", "C", "C", "C", "C", "N", "C", "C", "O", "H", "H", "H", "H", "C", "C", "C", "C", "C", "O", "C", "C", "C", "C", "C", "C", "C", "O", "C", "C", "C", "N", "C", "C", "Te", "C", "C", "C", "C", "C", "C", "C", "C", "C", "C", "C", "C", "H", "H", "H", "H", "H", "H", "H", "H", "H", "H", "H", "H", "H", "H", "H", "H", "H", "H", "H", "H", "H", "H", "H", "H", "O", "H", "H", "C", "Te", "C", "H", "H", "H", "H", "H", "H", "S", "C", "N", "F", "C", "F", "F", "S", "O", "O", "O", "N", "C", "C", "C", "C", "C", "C", "N", "C", "C", "C", "C", "N", "C", "C", "H", "H", "H", "H", "H", "H", "H", "H", "H"], "coordinates": [[2.437, 0.055, -0.189], [5.831, -0.071, -4.355], [6.341, -0.084, -2.353], [7.728, 0.010, -2.054], [8.188, 0.288, -0.785], [10.237, 0.925, -0.697], [7.243, 0.254, 0.329], [7.636, 0.368, 1.643], [6.617, 0.379, 2.614], [5.268, 0.261, 2.252], [4.932, 0.262, 0.981], [5.836, 0.187, -0.027], [5.420, -0.001, -1.352], [4.155, -0.102, -1.636], [8.384, -0.077, -2.887], [8.621, 0.646, 1.926], [6.824, 0.386, 3.690], [4.495, 0.210, 3.017], [-2.946, 2.012, 5.403], [-1.884, 1.637, 4.446], [-1.428, 2.457, 3.404], [-0.490, 2.107, 2.488], [-0.383, 3.081, 1.360], [-0.601, 2.746, 0.205], [-0.222, 4.508, 1.788], [0.202, 4.978, 3.020], [0.026, 6.261, 3.416], [-0.653, 7.128, 2.557], [-1.033, 6.691, 1.312], [-0.694, 5.433, 0.864], [-0.043, 0.768, 2.413], [0.904, 0.416, 1.583], [-0.518, -0.104, 3.417], [-1.349, 0.341, 4.378], [-0.259, -1.580, 3.320], [-0.991, -2.420, 2.696], [-2.069, -1.999, 1.772], [-3.466, -1.930, 2.369], [-5.056, -2.279, 0.912], [-6.503, -3.165, 2.233], [-7.137, -4.387, 1.900], [-8.348, -4.721, 2.540], [-8.946, -3.948, 3.510], [-8.228, -2.776, 3.932], [-7.039, -2.463, 3.331], [0.802, -2.055, 4.245], [1.415, -1.224, 5.153], [2.113, -1.814, 6.191], [2.254, -3.203, 6.298], [1.683, -4.064, 5.392], [0.939, -3.481, 4.367], [-2.584, 2.443, 6.314], [-3.647, 1.193, 5.625], [-3.603, 2.787, 4.915], [-1.959, 3.429, 3.346], [0.773, 4.362, 3.726], [0.443, 6.542, 4.393], [-0.830, 8.170, 2.867], [-1.573, 7.383, 0.677], [-0.844, 5.104, -0.184], [-1.551, -0.323, 5.180], [-2.006, -2.814, 1.048], [-1.805, -1.056, 1.282], [-3.677, -0.915, 2.773], [-3.605, -2.680, 3.147], [-6.724, -5.028, 1.098], [-8.808, -5.729, 2.313], [-9.951, -4.157, 3.859], [-8.661, -2.134, 4.639], [-6.469, -1.536, 3.648], [1.367, -0.184, 4.993], [2.578, -1.206, 6.953], [2.908, -3.498, 7.108], [1.713, -5.112, 5.549], [0.535, -4.121, 3.524], [-1.086, 3.826, -3.226], [-1.510, 2.983, -2.931], [-0.310, 3.946, -2.646], [-0.751, 4.491, -7.280], [-0.239, 5.523, -5.413], [1.858, 4.868, -5.540], [-1.507, 5.033, -7.788], [-1.142, 3.516, -7.050], [0.194, 4.445, -7.784], [2.490, 5.484, -6.208], [1.769, 3.866, -6.034], [2.312, 4.798, -4.534], [5.820, -3.081, 1.425], [4.411, -2.706, 0.764], [3.380, -2.296, 0.332], [3.762, 3.596, 0.815], [3.120, 4.438, -0.046], [4.014, 5.412, -0.409], [2.129, 5.012, 0.634], [2.499, 3.513, -1.563], [3.741, 3.445, -2.320], [1.459, 4.337, -2.204], [2.044, 2.174, -1.052], [-1.143, -4.543, -5.106], [-1.953, -4.865, -6.153], [-2.213, -6.043, -6.851], [-3.390, -6.081, -7.611], [-4.127, -4.927, -7.835], [-3.825, -3.695, -7.232], [-2.772, -3.691, -6.305], [-2.460, -2.763, -5.362], [-1.479, -3.296, -4.616], [-0.690, -2.558, -3.678], [0.200, -3.172, -2.754], [1.086, -2.336, -2.087], [1.154, -1.007, -2.278], [0.146, -0.375, -2.921], [-0.791, -1.173, -3.646], [-0.453, -5.086, -4.579], [-1.582, -6.942, -6.821], [-3.736, -6.965, -8.115], [-4.878, -4.997, -8.586], [-4.544, -2.879, -7.306], [0.208, -4.225, -2.491], [1.823, -2.855, -1.457], [0.161, 0.732, -2.964], [-1.462, -0.644, -4.306]], "mulliken_spin": [6.908, 0.000, 0.002, -0.002, 0.004, 0.000, 0.000, 0.003, 0.000, 0.002, 0.003, 0.003, -0.011, -0.004, 0.000, 0.000, 0.000, 0.000, 0.000, 0.001, 0.002, -0.005, -0.005, -0.001, 0.000, 0.000, 0.000, 0.000, 0.000, 0.000, 0.016, 0.022, -0.006, 0.000, 0.000, 0.000, -0.001, 0.001, 0.000, 0.000, 0.000, 0.000, 0.000, 0.000, 0.000, 0.000, 0.000, 0.000, 0.000, 0.000, 0.000, 0.000, 0.000, 0.000, 0.000, 0.000, 0.000, 0.000, 0.000, 0.000, 0.000, -0.001, 0.001, 0.000, 0.000, 0.000, 0.000, 0.000, 0.000, 0.000, 0.000, 0.000, 0.000, 0.000, 0.000, 0.000, 0.000, 0.000, 0.000, 0.000, 0.000, 0.000, 0.000, 0.000, 0.000, 0.000, 0.000, 0.001, 0.005, 0.004, 0.000, -0.001, 0.000, 0.000, 0.013, 0.000, 0.000, 0.020, 0.000, 0.000, 0.000, 0.001, 0.000, 0.001, 0.000, 0.002, 0.000, 0.003, -0.005, 0.011, 0.018, 0.002, -0.004, 0.000, 0.000, 0.000, 0.000, 0.000, 0.000, -0.004, 0.001, 0.000], "charge": -2, "gap_ev": [4.016, 5.581], "s_squared": 15.76, "multiplicity": 8, "homo_ev": [-1.1429, -2.7003]}



ΔE to the lowest compared entry with this formula, charge and spin values (in kJ/mol) by entry order: 109.77 378.50 0.00.